Density functional theory data (ωB97M-V/def2-TZVPD) for C34H50N5O14P2STl as an isolated structure.

For the energy, the calculation gives -3906.4983 hartree. The energy relative to the best compared isomer or geometry (same formula, charge and spin) is 9.3 kcal per mole. As for the HOMO energy: -0.0911 Ha. The total charge is -2.

Geometry (Å):
Tl 0.0796 1.7468 -0.4223
O -5.9869 3.0169 -3.4432
C -4.8394 2.5591 -2.8354
C -4.8258 2.1920 -1.5005
C -3.6324 1.7490 -0.9491
N -2.5053 1.6740 -1.6567
C -2.5358 2.0015 -2.9512
C -3.6873 2.4437 -3.5890
C -1.2233 1.8646 -3.7408
O -1.3401 1.4946 -4.9263
O -0.1908 2.1864 -3.1163
C -3.6196 1.2778 0.5163
O -4.7351 1.1091 1.0451
O -2.4893 1.1907 1.0477
H -6.6716 3.0608 -2.7656
H -5.7100 2.2183 -0.8741
H -3.6656 2.6744 -4.6441
C 0.1444 -3.9943 -1.9433
C 0.2925 -3.8263 -0.4458
C 0.6457 -5.1100 0.2733
O -0.9650 -3.3788 0.1222
P -1.2747 -1.8036 0.1511
O -0.3624 -1.0152 -0.6804
C -1.2623 -1.3960 1.8976
P 0.3518 -1.0717 2.5912
O 1.2092 -0.0498 1.9998
O 0.0916 -0.7345 4.1405
C -0.7451 -1.5317 4.9866
C 0.0058 -1.7434 6.2884
C -2.0694 -0.8174 5.1954
O 0.9714 -2.5521 2.5941
C 2.3915 -2.6538 2.8894
C 3.1702 -2.6448 1.5912
C 2.5756 -3.9204 3.6996
O -2.7680 -1.6721 -0.3189
C -3.9460 -2.4507 -0.0818
C -4.0332 -2.9923 1.3332
C -4.0371 -3.5356 -1.1394
H 1.0955 -4.3068 -2.3768
H -0.1393 -3.0483 -2.4025
H -0.6138 -4.7492 -2.1689
H 1.0496 -3.0653 -0.2456
H -0.1180 -5.8685 0.0857
H 0.7093 -4.9320 1.3473
H 1.6065 -5.4858 -0.0814
H -1.7269 -2.2062 2.4574
H -1.8381 -0.4511 1.9634
H -0.9142 -2.5093 4.5197
H 0.1332 -0.7887 6.8014
H 0.9935 -2.1618 6.0948
H -0.5454 -2.4237 6.9407
H -1.8978 0.1278 5.7121
H -2.7405 -1.4337 5.7983
H -2.5554 -0.5902 4.2484
H 2.6783 -1.7845 3.4893
H 2.8242 -3.4544 0.9437
H 4.2310 -2.8018 1.7971
H 3.0634 -1.6984 1.0620
H 2.2389 -4.7832 3.1206
H 2.0012 -3.8826 4.6264
H 3.6299 -4.0570 3.9433
H -4.7493 -1.7251 -0.2240
H -3.1845 -3.6430 1.5572
H -4.9479 -3.5796 1.4282
H -4.0716 -2.1767 2.0553
H -3.1808 -4.2069 -1.0599
H -4.0388 -3.0913 -2.1339
H -4.9551 -4.1117 -1.0067
N 0.9077 -0.5838 -6.0352
C 1.8001 -0.3596 -4.9692
C 1.3778 -0.5877 -3.6642
C 2.1859 -0.2341 -2.6048
C 3.4191 0.3561 -2.8335
C 3.8960 0.4889 -4.1255
C 3.0925 0.1142 -5.1935
S 4.2470 1.0933 -1.4493
O 4.2818 0.0841 -0.4069
O 5.5309 1.5808 -1.9125
N 3.2580 2.2492 -0.9450
C 2.8754 3.2172 -1.7979
N 2.0031 4.1323 -1.2873
C 1.5086 5.0207 -2.1276
C 1.8313 5.0786 -3.4717
C 2.7835 4.1545 -3.8786
N 3.3277 3.2669 -3.0746
H -0.0379 -0.3626 -5.7375
H 1.1306 0.0034 -6.8267
H 0.3706 -0.9409 -3.4794
H 1.8331 -0.3672 -1.5924
H 4.8516 0.9714 -4.2808
H 3.4303 0.2773 -6.2125
H 0.8080 5.7355 -1.6974
H 1.3702 5.7816 -4.1495
H 3.1348 4.1384 -4.9087
C 1.2307 5.6374 2.4611
C 2.3638 4.6399 2.7795
C 1.7522 3.2681 2.4292
O 0.3480 3.4894 2.3098
C 0.2293 4.7645 1.7047
H 1.5703 6.4852 1.8638
H 0.7794 6.0200 3.3789
H 2.6585 4.6970 3.8287
H 3.2464 4.8280 2.1686
H 1.8980 2.5025 3.1874
H 2.1536 2.8981 1.4800
H -0.8090 5.0824 1.7935
H 0.5160 4.7032 0.6461

Here are the Löwdin charges for atoms 1 to 4, given in e: number 1, Tl, carries 1.0263; number 2, O, carries 0.0293; number 3, C, carries -0.3038; number 4, C, carries 0.0305